{"formula": "C22H58N2O8", "method": "wB97M-V/def2-TZVPD", "symbols": ["C", "C", "C", "C", "C", "C", "C", "C", "C", "N", "O", "H", "H", "H", "H", "H", "H", "H", "H", "H", "H", "H", "H", "H", "H", "H", "H", "H", "H", "H", "C", "C", "C", "C", "C", "C", "C", "C", "C", "N", "O", "H", "H", "H", "H", "H", "H", "H", "H", "H", "H", "H", "H", "H", "H", "H", "H", "H", "H", "H", "C", "O", "H", "H", "H", "H", "C", "O", "H", "H", "H", "H", "C", "O", "H", "H", "H", "H", "C", "O", "H", "H", "H", "H", "O", "H", "H", "O", "H", "H"], "coordinates": [[-1.9468, -4.9223, -2.9807], [-0.8588, -5.3202, -1.9575], [-0.0396, -6.4398, -2.5671], [0.0633, -4.1385, -1.7039], [-0.5285, -3.1278, -0.7220], [-0.8826, -3.8683, 0.5722], [-1.8967, -4.9690, 0.3549], [-1.9841, -5.7856, 1.6373], [-3.2899, -4.3509, 0.0547], [-1.3948, -5.8067, -0.6990], [-2.1600, -6.9683, -0.8875], [-2.6833, -5.7208, -3.0877], [-2.4655, -4.0050, -2.7011], [-1.4896, -4.7631, -3.9597], [-0.6741, -7.2417, -2.9378], [0.5811, -6.0515, -3.3774], [0.6360, -6.8447, -1.8093], [1.0077, -4.5053, -1.2855], [0.2865, -3.6849, -2.6721], [0.1829, -2.3409, -0.4932], [-1.4103, -2.6383, -1.1535], [-1.2798, -3.1516, 1.2961], [0.0666, -4.2504, 0.9599], [-1.0076, -6.2124, 1.8623], [-2.6895, -6.6108, 1.5371], [-2.2936, -5.1328, 2.4526], [-3.6797, -3.8618, 0.9456], [-3.9997, -5.1557, -0.1813], [-3.2662, -3.6648, -0.7820], [-3.0714, -6.6960, -1.0988], [-1.1820, 5.0642, 0.9745], [-0.7541, 4.8331, -0.4674], [-1.7697, 3.9052, -1.1086], [-0.7869, 6.1882, -1.1930], [-0.0166, 6.1838, -2.5132], [1.3993, 5.6579, -2.3213], [1.4555, 4.3009, -1.6693], [1.0891, 3.2019, -2.6581], [2.8846, 4.0595, -1.1855], [0.6112, 4.3348, -0.4629], [0.6248, 3.0417, 0.1194], [-1.0863, 4.1523, 1.5711], [-0.5389, 5.8199, 1.4401], [-2.2133, 5.4098, 1.0322], [-2.7478, 4.3811, -1.1225], [-1.4930, 3.6571, -2.1327], [-1.8301, 2.9518, -0.5804], [-1.8396, 6.4133, -1.3728], [-0.3736, 6.9674, -0.5464], [-0.5488, 5.6428, -3.3024], [0.0480, 7.2138, -2.8819], [1.9525, 6.3926, -1.7316], [1.8652, 5.5827, -3.3071], [0.9911, 2.2542, -2.1300], [1.9036, 3.0878, -3.3762], [0.1800, 3.4239, -3.2068], [3.1672, 4.8556, -0.4904], [3.5891, 4.0852, -2.0210], [2.9954, 3.1046, -0.6714], [1.0470, 3.1434, 0.9879], [4.8510, 0.8663, 0.8515], [4.1026, 0.2984, -0.2039], [4.7813, 1.9695, 0.8527], [4.5103, 0.5140, 1.8326], [5.8959, 0.5990, 0.7139], [3.1876, 0.2181, 0.1072], [0.7178, -2.1881, 3.5043], [0.5058, -3.5906, 3.6692], [-0.0655, -1.6883, 4.0670], [1.7107, -1.8824, 3.8497], [0.6069, -1.8820, 2.4572], [1.0880, -4.0593, 3.0653], [0.1122, 1.4634, 4.7790], [0.2413, 1.7683, 3.4045], [-0.4373, 0.5318, 4.9001], [1.0759, 1.3147, 5.2891], [-0.4029, 2.2361, 5.3631], [0.7192, 2.6073, 3.3111], [-1.6881, -0.4457, -0.1154], [-3.0488, -0.8205, -0.0290], [-1.4974, 0.6064, 0.1147], [-1.0662, -1.0534, 0.5571], [-1.3469, -0.6499, -1.1311], [-3.4742, -0.2936, 0.6515], [2.4922, 3.2699, 2.2112], [2.9645, 2.4951, 1.8683], [3.1738, 3.8527, 2.5632], [1.5751, 0.6903, 1.0252], [1.2088, 1.2885, 0.3531], [1.0516, 0.8832, 1.8294]], "atomic_forces_ev_per_a": [[0.0193, 0.0886, 0.1039], [-0.5578, 0.1876, -0.6504], [0.4482, -0.2728, 0.0015], [0.1232, 0.3548, 0.4137], [-0.2183, -0.6226, -0.2574], [0.3310, 1.0849, -0.4740], [-0.6214, 0.4590, 0.2644], [-0.0707, -0.1868, -0.0406], [0.1284, -0.7369, 0.1242], [0.7975, -0.7624, 0.1505], [-0.4200, -0.0650, 0.0055], [0.0001, 0.0140, -0.0272], [0.0021, -0.0120, -0.0205], [-0.0220, -0.0188, 0.0245], [0.0494, -0.0396, -0.0428], [-0.1306, -0.0221, -0.1184], [-0.0892, -0.0484, -0.0343], [-0.0301, -0.0344, -0.0564], [0.0672, 0.0521, 0.0386], [0.2251, 0.0706, -0.1278], [0.1892, -0.2893, 0.0937], [-0.0082, -0.1563, 0.1275], [-0.2060, -0.2886, 0.1679], [0.0375, 0.0058, 0.0664], [-0.0401, 0.0770, 0.0550], [0.0137, -0.0546, 0.0951], [0.0257, 0.1947, -0.0639], [0.0208, 0.1290, -0.0026], [-0.0719, 0.2260, 0.0422], [0.2138, 0.0185, -0.0697], [0.4077, 0.0954, 0.5557], [-0.4847, 0.4251, -0.1573], [0.0542, -0.6521, -0.4544], [0.2019, -0.2075, -0.2843], [-0.1805, 0.3684, -0.0517], [-0.3929, 0.5559, -0.5008], [0.1614, -0.3573, 0.3606], [0.1840, -0.1905, -0.0831], [0.2936, 0.2170, 0.1479], [0.6410, 0.1837, 0.4692], [-0.3505, -0.2853, 0.1653], [-0.1603, 0.0058, -0.1281], [-0.0793, -0.0495, -0.0719], [-0.0543, -0.0096, -0.0613], [-0.1087, -0.0705, 0.0549], [-0.1424, 0.1177, -0.0492], [-0.0718, 0.1095, 0.1013], [0.0337, 0.2168, 0.0667], [0.0142, -0.0670, 0.0284], [0.0091, -0.1879, 0.1943], [-0.0362, -0.0789, 0.0085], [0.1063, -0.0897, 0.0634], [0.2357, 0.0485, 0.1078], [-0.1490, -0.0378, -0.0944], [-0.0618, 0.0115, -0.0475], [-0.0946, -0.0780, -0.0785], [-0.0355, -0.0781, 0.0013], [-0.1029, -0.0588, -0.0141], [-0.0395, -0.0576, -0.1294], [0.1223, 0.4775, -0.2840], [-0.3073, 0.2137, -0.0342], [-0.0222, -0.0111, 0.1424], [0.0893, -0.1334, -0.0859], [0.1122, -0.0973, -0.0510], [0.0422, -0.0105, 0.0495], [0.1367, 0.0273, 0.0030], [-0.0758, -0.3665, -0.3541], [0.0531, 0.3185, 0.0647], [0.0931, 0.0475, 0.1746], [-0.1213, 0.0544, 0.1020], [0.0517, -0.0340, 0.0210], [-0.0016, -0.0068, 0.0006], [0.2749, -0.0945, 0.9053], [-0.0115, 0.2181, -0.0704], [-0.1025, 0.0622, -0.2669], [0.0264, 0.0119, -0.3502], [-0.1351, 0.0250, -0.3629], [0.0400, -0.2716, 0.0391], [0.5231, 0.0875, 0.1920], [-0.2008, 0.1201, -0.0473], [-0.2125, 0.0449, -0.0324], [-0.1748, 0.2723, -0.0397], [-0.0829, 0.2384, 0.0946], [0.0029, -0.0493, 0.0314], [0.1965, -0.1209, 0.2452], [-0.1748, 0.0025, 0.0468], [-0.1117, 0.0654, -0.0991], [-0.1787, 0.0707, 0.2434], [-0.0313, -0.1068, -0.0157], [0.1769, -0.2067, -0.1697]], "lowdin_charge": [-0.020, -0.537, -0.042, -0.126, -0.186, -0.138, -0.532, -0.025, -0.007, -0.109, -0.015, 0.079, 0.069, 0.086, 0.081, 0.087, 0.092, 0.124, 0.124, 0.101, 0.082, 0.115, 0.116, 0.090, 0.080, 0.088, 0.087, 0.080, 0.059, 0.089, -0.031, -0.538, -0.023, -0.128, -0.174, -0.144, -0.528, -0.017, -0.029, -0.053, -0.087, 0.076, 0.088, 0.089, 0.088, 0.069, 0.073, 0.119, 0.119, 0.109, 0.112, 0.123, 0.127, 0.084, 0.091, 0.066, 0.087, 0.093, 0.064, 0.050, -0.178, -0.126, 0.063, 0.081, 0.079, 0.029, -0.150, -0.125, 0.068, 0.081, 0.061, 0.067, -0.144, -0.139, 0.068, 0.085, 0.082, 0.058, -0.170, -0.100, 0.071, 0.053, 0.081, 0.079, -0.039, 0.027, 0.076, -0.062, 0.029, 0.030], "e_tot_ha": -1584.33223, "relative_energy_kcal_mol": 0.00, "orbital_gap_ev": 8.2, "smiles": "CC1(C)CCCC(C)(C)N1O.CC1(C)CCCC(C)(C)N1O.CO.CO.CO.CO.O.O"}